A molecular structure, C22H22N6O7W, computed with ωB97M-V with the def2-TZVPD basis set.

Calculated values
Spin multiplicity: 3
Total charge: +2
HOMO-LUMO gap (spin up / spin down), Ha: 0.248 / 0.255
LUMO level (spin up / spin down), eV: -6.75 / -7.42

The geometry in XYZ format:
```
58
C22H22N6O7W ωB97M-V with the def2-TZVPD basis set
W 0.198 -0.731 0.605
O 1.067 2.883 3.418
C 0.373 2.184 2.546
O 0.674 1.040 2.241
C -0.821 2.946 2.029
O -1.579 2.184 1.140
C -2.344 1.155 1.748
C -1.631 -0.184 1.741
O -1.991 -0.897 3.099
O 0.395 -1.657 2.358
H 1.802 2.347 3.765
H -0.468 3.840 1.513
H -1.396 3.281 2.899
H -3.286 1.109 1.210
H -2.573 1.412 2.787
C 4.505 0.367 0.805
C 4.607 1.432 -0.069
C 3.466 1.901 -0.717
C 2.261 1.280 -0.470
N 2.172 0.242 0.394
C 3.260 -0.207 1.016
C 0.977 1.651 -1.150
C 0.787 2.680 -2.055
C -0.467 2.803 -2.653
C -1.487 1.906 -2.359
C -1.235 0.906 -1.439
N -0.030 0.827 -0.850
C -2.083 -0.266 -0.989
C -3.512 -0.243 -0.893
C -4.238 -0.971 0.094
C -3.819 -1.490 1.292
C -2.404 -1.418 1.718
N -1.390 -1.263 -0.549
H 5.369 -0.025 1.323
H 5.565 1.898 -0.258
H 3.528 2.730 -1.408
H 3.117 -1.032 1.703
H 1.586 3.360 -2.309
H -0.638 3.594 -3.371
H -2.451 1.979 -2.843
H -4.081 0.419 -1.536
H -5.304 -1.051 -0.090
H -4.526 -2.027 1.911
H -1.164 -1.375 3.370
C 0.576 -1.671 -3.352
N 1.109 -2.868 -2.722
C 1.465 -2.956 -1.442
N 1.987 -4.106 -0.994
O 1.388 -1.986 -0.630
H 0.121 -1.962 -4.295
H 1.364 -0.944 -3.554
H -0.189 -1.232 -2.723
H 1.205 -3.693 -3.289
H 2.003 -4.938 -1.558
H 2.078 -4.212 0.003
O -2.146 -3.675 1.022
C -1.598 -2.691 1.396
N -0.150 -2.589 1.424
```

C22H22O11 in the gas phase, computed with ωB97M-V with the def2-TZVPD basis set.

Calculated values
HOMO-LUMO gap, Ha: 0.330
SMILES string: COc1cc(C(c2oc(CO)cc(=O)c2O)c2oc(CO)cc(=O)c2O)cc(OC)c1OC
LUMO level, eV: 0.46

The geometry in XYZ format:
```
55
C22H22O11 ωB97M-V with the def2-TZVPD basis set
C -1.998 -0.884 3.002
O -2.802 -0.233 2.042
C -2.256 0.085 0.836
C -0.923 -0.127 0.521
C -0.446 0.182 -0.748
C 1.004 -0.072 -1.095
C 1.378 -1.529 -0.963
O 0.381 -2.355 -0.583
C 0.629 -3.648 -0.357
C -0.609 -4.387 0.103
O -1.486 -3.575 0.831
C 1.842 -4.216 -0.545
C 2.951 -3.421 -1.005
O 4.096 -3.802 -1.235
C 2.626 -2.000 -1.187
O 3.655 -1.219 -1.575
C 1.922 0.759 -0.228
O 2.282 1.928 -0.809
C 3.097 2.770 -0.164
C 3.397 4.014 -0.969
O 4.451 4.775 -0.459
C 3.602 2.527 1.066
C 3.274 1.308 1.753
O 3.657 0.950 2.865
C 2.376 0.420 1.000
O 2.066 -0.729 1.639
C -1.304 0.710 -1.687
C -2.649 0.954 -1.388
O -3.345 1.468 -2.435
C -4.703 1.833 -2.320
C -3.138 0.645 -0.115
O -4.475 0.821 0.185
C -4.773 1.691 1.260
H -2.652 -1.050 3.857
H -1.634 -1.846 2.632
H -1.155 -0.258 3.309
H -0.251 -0.548 1.247
H 1.187 0.244 -2.127
H -0.325 -5.211 0.760
H -1.112 -4.809 -0.783
H -1.675 -2.779 0.315
H 1.998 -5.263 -0.348
H 4.411 -1.841 -1.656
H 2.519 4.669 -0.956
H 3.577 3.714 -2.012
H 5.257 4.247 -0.455
H 4.242 3.247 1.549
H 2.572 -0.676 2.481
H -0.968 0.958 -2.681
H -4.842 2.653 -1.611
H -5.326 0.988 -2.023
H -4.987 2.170 -3.317
H -4.430 1.289 2.214
H -4.325 2.679 1.101
H -5.858 1.781 1.269
```

A molecular structure, C22H22O12P3Pd, computed with ωB97M-V with the def2-TZVPD basis set.

Calculated values
Spin multiplicity: 5
Total charge: +1
HOMO-LUMO gap (spin up / spin down), Ha: 0.337 / 0.222
LUMO level (spin up / spin down), eV: -3.27 / -6.45

The geometry in XYZ format:
```
60
C22H22O12P3Pd ωB97M-V with the def2-TZVPD basis set
Pd -0.855 -1.350 0.044
O -3.823 -3.387 -2.078
C -2.843 -2.818 -1.689
O -1.837 -3.003 -0.957
C -2.841 -1.103 -2.211
O -3.158 -0.916 -3.349
O -2.473 -0.439 -1.198
C -1.101 -3.564 4.341
C -0.872 -2.867 2.989
O -2.055 -2.733 2.233
P 0.215 -3.809 1.887
O 1.625 -3.997 2.630
O -0.394 -5.270 1.842
O 0.328 -3.233 0.534
P -0.101 -1.206 3.200
O -1.426 -0.299 3.471
O 0.927 -1.136 4.242
O 0.389 -0.882 1.757
H -1.646 -4.454 4.106
H -1.752 -2.921 4.948
H -0.197 -3.746 4.888
H -2.679 -2.170 2.734
H 1.940 -4.894 2.756
H -0.970 -5.343 1.082
H -1.435 0.556 3.025
O -0.857 0.803 0.382
P 0.188 1.561 -0.498
C 1.776 1.928 0.268
C 2.781 2.299 -0.613
C 4.063 2.555 -0.127
C 4.306 2.480 1.230
C 3.284 2.091 2.100
C 2.029 1.828 1.626
C 0.545 0.356 -1.818
C 0.171 0.509 -3.134
C 0.138 -0.592 -3.991
C 0.452 -1.881 -3.519
C 0.912 -2.019 -2.228
C 0.944 -0.920 -1.339
C -0.559 3.059 -1.209
C 0.063 4.295 -1.034
C -0.574 5.423 -1.518
C -1.790 5.369 -2.166
C -2.373 4.116 -2.335
C -1.790 2.968 -1.829
H 2.594 2.385 -1.676
H 4.835 2.857 -0.840
H 5.290 2.647 1.629
H 3.484 1.937 3.153
H 1.249 1.506 2.335
H -0.175 1.482 -3.487
H -0.177 -0.448 -5.033
H 0.403 -2.693 -4.236
H 1.242 -2.969 -1.846
H 1.541 -1.013 -0.433
H 1.011 4.380 -0.523
H -0.083 6.374 -1.350
H -2.258 6.283 -2.503
H -3.354 4.031 -2.809
H -2.280 1.998 -1.858
```

- Which formula does entry 1 have?
  C22H22N6O7W

Please write out number 1 again, unchanged.
A molecular structure, C22H22N6O7W, computed with ωB97M-V with the def2-TZVPD basis set.

Calculated values
Spin multiplicity: 3
Total charge: +2
HOMO-LUMO gap (spin up / spin down), Ha: 0.248 / 0.255
LUMO level (spin up / spin down), eV: -6.75 / -7.42

The geometry in XYZ format:
```
58
C22H22N6O7W ωB97M-V with the def2-TZVPD basis set
W 0.198 -0.731 0.605
O 1.067 2.883 3.418
C 0.373 2.184 2.546
O 0.674 1.040 2.241
C -0.821 2.946 2.029
O -1.579 2.184 1.140
C -2.344 1.155 1.748
C -1.631 -0.184 1.741
O -1.991 -0.897 3.099
O 0.395 -1.657 2.358
H 1.802 2.347 3.765
H -0.468 3.840 1.513
H -1.396 3.281 2.899
H -3.286 1.109 1.210
H -2.573 1.412 2.787
C 4.505 0.367 0.805
C 4.607 1.432 -0.069
C 3.466 1.901 -0.717
C 2.261 1.280 -0.470
N 2.172 0.242 0.394
C 3.260 -0.207 1.016
C 0.977 1.651 -1.150
C 0.787 2.680 -2.055
C -0.467 2.803 -2.653
C -1.487 1.906 -2.359
C -1.235 0.906 -1.439
N -0.030 0.827 -0.850
C -2.083 -0.266 -0.989
C -3.512 -0.243 -0.893
C -4.238 -0.971 0.094
C -3.819 -1.490 1.292
C -2.404 -1.418 1.718
N -1.390 -1.263 -0.549
H 5.369 -0.025 1.323
H 5.565 1.898 -0.258
H 3.528 2.730 -1.408
H 3.117 -1.032 1.703
H 1.586 3.360 -2.309
H -0.638 3.594 -3.371
H -2.451 1.979 -2.843
H -4.081 0.419 -1.536
H -5.304 -1.051 -0.090
H -4.526 -2.027 1.911
H -1.164 -1.375 3.370
C 0.576 -1.671 -3.352
N 1.109 -2.868 -2.722
C 1.465 -2.956 -1.442
N 1.987 -4.106 -0.994
O 1.388 -1.986 -0.630
H 0.121 -1.962 -4.295
H 1.364 -0.944 -3.554
H -0.189 -1.232 -2.723
H 1.205 -3.693 -3.289
H 2.003 -4.938 -1.558
H 2.078 -4.212 0.003
O -2.146 -3.675 1.022
C -1.598 -2.691 1.396
N -0.150 -2.589 1.424
```